Molecular formula: C15H37F3GaO3
Method: DFT, the ωB97M-V functional and the def2-TZVPD basis

Values from the calculation:
Total charge: -1
ΔE to the lowest compared entry with this formula, charge and spin: 0.0 kJ/mol
Lowest unoccupied orbital energy: 0.099 Ha

Last column: Mulliken charge in e.
CARTESIAN COORDINATES (ANGSTROEM)
F 3.711309 -1.643444 0.530875  -0.30
C 3.650923 -1.017976 -0.665374  0.79
F 4.955450 -0.801584 -1.021754  -0.31
F 3.176760 -1.919554 -1.540525  -0.27
C 2.868933 0.264557 -0.648712  -0.67
C 1.546757 0.195943 0.121871  -0.78
Ga -0.077539 -0.502336 -0.929267  0.20
H 2.678897 0.475062 -1.706897  0.29
H 3.566394 1.026151 -0.280530  0.31
H 1.309346 1.204983 0.469577  0.32
H 1.680289 -0.415005 1.019732  0.33
H -0.446619 -1.983632 -0.404949  -0.28
H 0.281770 -0.534371 -2.510970  -0.25
H -1.330963 0.502309 -0.690867  -0.33
C 8.348421 -1.235934 0.637768  -1.08
C 7.756053 0.125342 0.323604  -0.12
O 8.679850 1.202146 0.447291  -0.45
C 9.790712 1.156475 -0.425086  -0.30
C 9.426191 1.187292 -1.900545  -1.03
H 8.787097 -1.245675 1.637053  0.29
H 7.556025 -1.984420 0.597696  0.40
H 9.115978 -1.529715 -0.080332  0.27
H 6.963975 0.358781 1.034147  0.31
H 7.294093 0.120189 -0.666251  0.19
H 10.418379 0.281692 -0.213328  0.28
H 10.377301 2.041010 -0.170812  0.33
H 8.881953 0.294020 -2.207671  0.27
H 10.336121 1.243394 -2.501201  0.38
H 8.808242 2.057808 -2.124068  0.28
C -5.588879 -0.932905 -1.443070  -0.92
C -4.249968 -1.617319 -1.668342  -0.24
O -3.842765 -2.421733 -0.577573  -0.33
C -4.687182 -3.490171 -0.224343  -0.34
C -4.903674 -4.507952 -1.334805  -1.08
H -5.547272 -0.310286 -0.547320  0.10
H -5.832457 -0.292883 -2.293143  0.40
H -6.402707 -1.652116 -1.327073  0.28
H -3.455269 -0.879105 -1.774178  0.22
H -4.276855 -2.206705 -2.593735  0.27
H -5.658015 -3.129901 0.144270  0.27
H -4.182595 -3.968743 0.616605  0.36
H -5.451888 -4.084020 -2.177691  0.27
H -5.482161 -5.352387 -0.953933  0.40
H -3.944442 -4.877290 -1.699550  0.28
C -6.710128 4.329981 1.815206  -1.12
C -6.135017 3.201735 0.973403  -0.27
O -4.822069 2.823679 1.322685  -0.41
C -4.637426 2.303969 2.627606  -0.33
C -5.455245 1.058069 2.921227  -0.93
H -6.053837 5.200958 1.785781  0.29
H -7.687345 4.618476 1.423462  0.40
H -6.845806 4.036488 2.857428  0.27
H -6.054841 3.524022 -0.065688  0.37
H -6.811498 2.338339 0.987976  0.25
H -4.842473 3.075057 3.381842  0.30
H -3.574219 2.071802 2.677316  0.35
H -6.528043 1.258422 2.894396  0.28
H -5.216776 0.688682 3.919932  0.39
H -5.231246 0.270331 2.200840  0.16

Atomic forces in eV per Å
0.080 0.038 0.043
-0.090 -0.077 0.021
0.018 -0.018 -0.074
-0.006 -0.056 0.017
-0.030 0.024 -0.150
0.008 -0.042 0.010
-0.122 -0.138 0.005
0.093 0.126 0.042
-0.045 -0.042 0.082
0.001 -0.005 -0.036
0.004 0.101 0.007
0.015 0.017 -0.032
0.077 0.056 0.009
0.012 -0.005 0.020
-0.015 -0.012 0.006
-0.046 0.055 0.029
0.028 -0.036 -0.001
-0.001 0.024 0.010
-0.005 0.009 -0.003
0.010 0.001 -0.008
0.000 0.002 0.012
-0.013 -0.004 -0.009
-0.002 -0.014 -0.008
0.028 0.015 -0.021
-0.018 -0.006 0.009
0.018 -0.017 -0.016
0.011 -0.003 0.000
-0.001 0.013 0.000
-0.009 -0.010 0.000
-0.002 0.039 0.037
0.017 0.000 -0.013
-0.031 -0.010 0.090
0.013 -0.021 -0.030
0.009 -0.003 -0.003
-0.003 0.000 -0.004
0.038 0.007 -0.003
-0.013 0.010 -0.026
0.002 -0.005 0.020
-0.003 -0.007 0.012
0.006 0.021 -0.014
-0.030 -0.009 0.002
-0.007 -0.002 0.010
0.011 -0.007 0.003
-0.004 0.008 -0.010
0.028 -0.008 0.038
-0.014 -0.003 -0.091
0.005 0.031 0.017
0.005 -0.003 0.000
-0.033 -0.022 -0.035
0.002 -0.006 0.012
0.005 0.008 -0.006
-0.005 -0.006 -0.005
-0.037 -0.007 0.002
0.015 -0.008 0.024
-0.008 0.007 -0.016
-0.009 -0.007 0.018
0.000 -0.005 0.024
0.033 -0.003 -0.008
0.014 0.015 -0.007